{"formula": "C23H24N4O4", "method": "wB97M-V/def2-TZVPD", "elements": ["C", "O", "C", "C", "N", "C", "O", "C", "C", "C", "C", "C", "C", "C", "C", "C", "C", "N", "N", "C", "C", "C", "C", "C", "C", "C", "C", "O", "N", "C", "O", "H", "H", "H", "H", "H", "H", "H", "H", "H", "H", "H", "H", "H", "H", "H", "H", "H", "H", "H", "H", "H", "H", "H", "H"], "xyz": [[3.9692, 1.3648, 2.8967], [3.7078, 0.9206, 1.5891], [4.0930, 1.8691, 0.6067], [3.7616, 1.3318, -0.7867], [2.3632, 0.9542, -0.8930], [1.4292, 1.9506, -0.8804], [1.7623, 3.1160, -0.7295], [0.0214, 1.5391, -1.0319], [-0.9486, 2.4369, -0.8256], [-2.3806, 2.2357, -0.9292], [-2.9578, 0.9900, -1.1857], [-4.3290, 0.8583, -1.2836], [-5.1540, 1.9603, -1.1245], [-4.5970, 3.2016, -0.8636], [-3.2262, 3.3368, -0.7660], [2.0618, -0.4209, -1.0509], [1.5032, -1.1322, -0.0112], [1.2235, -0.5098, 1.1586], [1.1684, -2.4556, -0.1707], [0.4572, -3.1877, 0.8716], [-0.9627, -2.6992, 1.0072], [-1.4460, -2.1663, 2.1934], [-2.7503, -1.7088, 2.2752], [-3.5829, -1.7824, 1.1730], [-3.1104, -2.3259, -0.0102], [-1.8073, -2.7786, -0.0940], [1.4224, -3.1403, -1.3540], [1.1181, -4.3025, -1.5027], [2.0474, -2.4131, -2.3207], [2.4050, -1.0571, -2.2912], [2.9498, -0.5537, -3.2503], [3.6493, 0.5721, 3.5711], [5.0383, 1.5549, 3.0423], [3.4157, 2.2849, 3.1201], [3.5538, 2.8106, 0.7701], [5.1725, 2.0620, 0.6749], [4.3660, 0.4538, -1.0117], [3.9775, 2.1201, -1.5129], [-0.1774, 0.5206, -1.3222], [-0.6319, 3.4375, -0.5536], [-2.3301, 0.1201, -1.3035], [-4.7621, -0.1096, -1.4883], [-6.2256, 1.8516, -1.2033], [-5.2346, 4.0645, -0.7378], [-2.7939, 4.3069, -0.5670], [0.9622, -1.0636, 1.9544], [1.8120, 0.2952, 1.3456], [1.0036, -3.1219, 1.8174], [0.4595, -4.2324, 0.5437], [-0.8105, -2.1206, 3.0680], [-3.1153, -1.2940, 3.2028], [-4.5981, -1.4215, 1.2371], [-3.7596, -2.4044, -0.8692], [-1.4383, -3.2093, -1.0134], [2.2553, -2.9091, -3.1803]], "forces_ev_per_a": [[0.030, 0.078, 0.104], [-0.055, -0.137, -0.248], [0.067, 0.211, -0.278], [0.218, 0.382, 0.459], [0.154, -0.387, -0.006], [-0.025, 0.104, -0.076], [0.050, 0.168, 0.011], [-0.571, 0.272, -0.029], [0.783, -0.139, -0.009], [-0.589, -0.085, -0.049], [0.078, 0.136, 0.006], [-0.011, -0.067, -0.027], [-0.049, 0.064, 0.011], [-0.163, 0.007, -0.003], [0.201, -0.137, -0.017], [-0.085, 0.106, 0.095], [0.266, 0.502, -0.373], [-0.059, -0.339, -0.024], [0.024, -0.047, 0.241], [-0.157, -0.234, 0.052], [-0.032, -0.004, 0.133], [0.031, -0.139, -0.103], [-0.090, 0.046, 0.075], [-0.059, 0.007, 0.063], [-0.001, -0.038, -0.041], [0.023, 0.002, 0.018], [0.152, 0.106, -0.069], [-0.127, -0.325, -0.095], [0.150, -0.124, -0.418], [-0.250, -0.162, 0.349], [0.074, 0.126, -0.105], [0.029, 0.045, 0.071], [-0.025, -0.018, 0.027], [0.024, -0.024, 0.016], [0.115, -0.124, -0.004], [-0.047, -0.031, -0.001], [-0.048, 0.059, -0.032], [0.067, -0.101, 0.044], [-0.129, -0.099, -0.011], [0.083, 0.053, 0.009], [0.065, -0.095, 0.004], [-0.031, -0.100, -0.013], [-0.082, -0.007, -0.008], [-0.039, 0.064, 0.009], [0.064, 0.085, 0.026], [-0.018, 0.038, -0.024], [0.054, -0.033, 0.034], [-0.037, -0.017, -0.074], [0.089, 0.237, 0.165], [0.103, 0.017, 0.083], [-0.037, 0.046, 0.073], [-0.089, 0.045, 0.004], [-0.069, 0.003, -0.092], [0.037, -0.064, -0.130], [-0.056, 0.066, 0.175]], "de_lowest_ev": 1.486, "total_charge": 0, "lumo_energy_ha": 0.008, "smiles": "COCCN(C(=O)/C=C/c1ccccc1)c1c(N)n(Cc2ccccc2)c(=O)[nH]c1=O", "homo_ha": -0.3081, "gap_ev": 8.59}